A molecular structure, C18H15ClNi at a distorted geometry. Source: OMol25; level of theory: ωB97M-V with the def2-TZVPD basis set.

Positions of all 35 atoms, in Å:
C  1.51021  -0.76503  -2.27074
C  0.46078  0.23147  -2.37616
C  -0.75570  -0.45544  -2.06032
H  0.53344  1.19141  -2.89562
C  -0.46568  -1.68859  -1.46456
C  0.97118  -1.82434  -1.37098
H  1.51183  -2.68798  -1.00832
H  2.46942  -0.80300  -2.77645
H  -1.74688  -0.13260  -2.36741
H  -1.19080  -2.44365  -1.15638
Ni  1.50936  -0.32279  -0.43766
Cl  2.03171  1.65787  0.10498
C  -1.00161  1.30372  1.89872
C  -1.98600  0.30228  1.67130
C  -2.68314  0.63746  0.47004
H  -2.15477  -0.57794  2.29048
C  -2.12345  1.84901  -0.04105
C  -1.08818  2.26547  0.84885
H  -0.44562  3.13704  0.73831
H  -0.26199  1.30931  2.69814
H  -3.47973  0.05493  0.00825
H  -2.40623  2.35904  -0.96220
C  1.58372  -1.17934  1.23140
C  2.22230  -1.27322  2.28800
C  3.23376  -1.47375  3.23978
C  3.94294  -2.68296  3.17477
C  5.02420  -2.90535  4.02130
C  5.41807  -1.94391  4.95694
C  4.73062  -0.72229  4.98796
C  3.65576  -0.47083  4.13528
H  3.66017  -3.43186  2.43573
H  5.56612  -3.84687  3.96844
H  6.24778  -2.13237  5.65054
H  5.04707  0.04717  5.69330
H  3.14331  0.49432  4.13100

Cartesian forces, eV/Å:
-0.4 -0.8 -0.2
-0.3 -1.8 -1.8
0.2 0.0 0.0
0.0 -0.4 0.4
0.2 0.4 0.1
-0.3 -1.7 -4.0
-0.2 -0.2 -0.4
0.1 0.4 0.4
0.2 0.2 0.6
0.2 0.5 0.3
-1.1 2.4 2.5
1.2 1.6 0.3
-0.5 0.2 -0.5
0.0 0.6 -0.5
0.5 0.5 0.4
0.1 0.1 -0.2
0.2 -0.2 0.8
-0.7 -0.7 0.2
-0.1 -0.3 -0.1
-0.1 0.0 -0.2
0.1 0.1 0.0
0.0 -0.1 0.1
1.3 -0.1 2.7
-1.2 -0.1 -1.6
0.3 0.1 0.0
0.7 -0.2 0.6
0.0 0.0 0.2
-0.2 0.2 -0.1
0.0 -0.1 0.0
0.2 -0.3 0.2
0.0 0.3 0.2
0.0 0.1 0.0
-0.3 0.1 -0.4
-0.1 -0.1 -0.1
0.1 -0.4 0.0

The spin multiplicity is 3. The frontier orbital gap (spin up / spin down) is 4.361 / 4.369 eV. Its net charge is -2. The LUMO energy (spin up / spin down) is 4.90 / 4.90 eV.

A molecular structure, C10H14N2PPb at a distorted geometry. Source: OMol25; level of theory: ωB97M-V with the def2-TZVPD basis set.

Positions of all 28 atoms, in Å:
C  0.35922  1.13456  -2.73919
C  0.13452  0.43986  -3.91019
C  -0.18878  -0.93684  -3.95349
C  -0.29038  -1.79054  -2.82989
C  -0.11668  -1.36404  -1.52899
Pb  0.06442  0.52446  -0.83679
P  0.20222  2.81666  -0.08789
H  0.70212  2.17186  -2.88859
H  0.26342  0.95396  -4.87069
H  -0.30868  -1.39384  -4.94409
H  -0.12598  -2.17574  -0.78289
H  -0.46238  -2.85634  -3.02529
H  -0.88148  3.35736  0.64781
H  0.34002  3.80626  -1.09199
H  1.27462  3.17936  0.76511
N  1.75072  -1.49034  1.24231
C  0.61192  -0.92264  1.87021
C  0.37582  -1.19984  3.22661
C  -0.71408  -0.62084  3.87381
C  -1.56728  0.22036  3.16791
C  -1.31478  0.47406  1.82071
N  -0.24078  -0.08714  1.19081
H  1.98682  -1.29374  0.26211
H  2.38152  -2.10994  1.77171
H  1.04272  -1.84634  3.78301
H  -0.89288  -0.81734  4.92311
H  -2.41198  0.68366  3.66191
H  -1.97398  1.14306  1.28271

Cartesian forces, eV/Å:
0.7 2.6 -3.8
0.1 -0.6 0.8
-0.3 -0.4 -0.8
0.4 1.0 -0.1
-0.5 -4.6 0.1
0.4 -0.6 -0.5
0.1 1.8 1.0
-0.2 -0.2 -0.1
0.0 -0.1 0.2
0.0 0.2 0.3
-0.2 0.2 -0.2
0.1 0.2 0.1
0.2 0.5 0.3
0.0 -0.3 0.2
-0.2 0.5 0.2
-0.4 0.4 -0.2
0.6 -0.7 1.6
1.2 -0.3 -1.9
-1.3 0.6 1.0
0.4 0.1 -0.7
-1.3 0.3 2.4
1.5 -1.0 0.3
-0.4 -0.2 0.9
-1.0 0.9 -0.5
0.1 -0.1 -0.2
0.0 0.0 0.0
-0.1 0.0 -0.1
0.2 -0.2 -0.3

The energy above the lowest of the compared OMol25 structures with the same formula, charge and spin comes out at 224.24 kJ/mol. The frontier orbital gap (spin up / spin down) is 3.997 / 4.201 eV. Its net charge is -1. The LUMO energy (spin up / spin down) is 3.12 / 3.11 eV.

C5H8O in the gas phase at a distorted geometry. Source: OMol25; level of theory: ωB97M-V with the def2-TZVPD basis set.

Positions of all 14 atoms, in Å:
C  2.87095  -0.84577  -0.06966
C  1.96854  -0.05109  0.03339
C  0.78892  0.85130  0.17674
C  -0.49360  0.51830  -0.26945
C  -1.35973  -0.58865  0.35461
O  -2.71651  -0.40749  -0.06015
H  3.66588  -1.52064  -0.33101
H  1.24732  1.86749  -0.18125
H  0.63147  0.95466  1.28991
H  -1.11182  1.49747  -0.16614
H  -0.41935  0.24140  -1.34312
H  -0.93562  -1.62967  0.10626
H  -1.40263  -0.38454  1.49377
H  -2.73382  -0.50278  -1.03388

Cartesian forces, eV/Å:
-0.2 0.3 -0.4
-0.6 -0.9 -0.1
5.6 2.1 3.5
-4.6 0.3 -3.3
0.6 0.2 1.7
0.6 -0.5 -0.8
-0.3 0.3 0.3
-1.5 -1.5 0.5
0.7 0.3 -0.6
0.7 -1.7 -0.4
-0.4 0.4 0.1
-0.7 1.4 0.6
0.2 -0.8 -1.7
-0.1 0.1 0.7

The energy above the lowest of the compared OMol25 structures with the same formula, charge and spin comes out at 303.07 kJ/mol. The frontier orbital gap is 10.860 eV. The LUMO energy is 0.93 eV.

C3H3N3O in the gas phase at a distorted geometry. Source: OMol25; level of theory: ωB97M-V with the def2-TZVPD basis set.

Positions of all 10 atoms, in Å:
O  0.78671  -0.57896  -2.68546
C  0.78656  -0.56638  -1.49231
N  0.00015  -0.05716  -0.46420
C  0.16427  -0.23705  0.82423
C  -0.84114  0.50493  1.37962
N  -1.57225  1.15026  0.39928
N  -1.11267  0.83033  -0.70226
H  1.58772  -1.02338  -0.90514
H  1.05509  -0.68139  1.23626
H  -0.85441  0.65880  2.40999

Cartesian forces, eV/Å:
-1.2 0.7 0.5
2.0 -1.0 0.6
-2.7 2.0 -3.9
-0.4 0.9 1.5
1.1 -0.4 0.0
0.1 -0.4 2.0
1.5 -1.4 -1.9
0.7 -0.6 -0.3
-0.3 -0.3 0.1
-0.9 0.5 1.4

The energy above the lowest of the compared OMol25 structures with the same formula, charge and spin comes out at 216.19 kJ/mol. The frontier orbital gap is 10.342 eV. The LUMO energy is 0.03 eV.

2 unconnected molecules or ions with the total composition C18H18BF8N3O9S at a distorted geometry. Source: OMol25; level of theory: ωB97M-V with the def2-TZVPD basis set.

Positions of all 58 atoms, in Å:
C  -2.06663  -3.07292  3.05469
C  -2.76976  -2.92536  1.93785
C  -3.65629  -2.44458  0.65306
C  -3.16418  -0.91786  0.27854
C  -2.46457  -0.85239  -1.20394
C  -1.05452  -0.01901  -1.17689
C  -1.02477  1.25281  -0.25829
C  0.31184  2.06691  -0.15088
C  0.34581  3.35749  0.79430
O  1.16719  3.59670  1.72980
O  -0.72115  4.32880  0.57782
C  -1.13646  4.93369  1.83900
C  -1.75216  3.89225  2.91875
O  -0.79818  3.57377  4.00210
C  -3.03899  4.56035  3.69054
N  -3.55215  3.66360  4.80473
C  1.55608  1.52636  -1.01038
B  2.93352  2.39955  -0.80646
O  2.93108  3.77609  -1.30286
O  4.12496  1.91003  -0.14517
C  1.42723  0.24485  -1.96247
C  2.68946  -0.23401  -2.82661
F  2.46080  -1.28311  -3.77135
F  3.28807  0.83506  -3.62836
C  3.85102  -0.83110  -1.81606
F  3.41391  -0.90004  -0.44986
F  5.10826  -0.13021  -1.97422
F  4.13557  -2.20431  -2.20293
N  0.11738  -0.44476  -1.97456
O  -0.12310  -1.58077  -2.70674
C  0.30988  -2.64934  -1.81407
N  0.52912  -3.73776  -1.30885
H  -1.29575  -2.98394  3.91428
H  -3.42564  -3.20578  -0.17609
H  -4.76789  -2.41881  0.94001
H  -2.45574  -0.61211  1.13010
H  -4.07487  -0.18927  0.33931
H  -3.12424  -0.33643  -1.99368
H  -2.33306  -1.94508  -1.53310
H  -1.95017  1.58772  0.34768
H  -2.00948  5.66362  1.57141
H  -0.31429  5.62035  2.30265
H  -2.06240  2.87192  2.45348
H  -0.98443  4.18171  4.75993
H  -2.63998  5.51525  4.23034
H  -3.88883  4.82504  2.93414
H  -4.58423  3.67916  4.84551
H  -3.19318  2.70100  4.67119
H  3.18253  4.37261  -0.54080
H  4.90034  2.50065  -0.32625
C  2.49070  -5.96234  -3.34951
F  1.16171  -5.66981  -3.27402
F  2.79396  -5.97051  -4.67617
F  3.13852  -4.88240  -2.82772
S  2.93089  -7.55753  -2.49279
O  2.15045  -8.58426  -3.17908
O  2.53678  -7.35993  -1.09914
O  4.37287  -7.70160  -2.67602

Cartesian forces, eV/Å:
-3.2 1.7 -6.3
3.1 0.2 5.5
1.4 -0.2 1.6
-0.4 0.0 0.2
0.7 0.0 0.3
0.6 1.7 1.2
3.9 -0.5 -1.8
-1.3 -3.4 -2.6
1.4 2.7 3.1
-3.1 -2.1 -4.7
1.7 -3.1 0.8
-1.2 1.6 1.2
-0.4 0.5 1.6
-1.1 0.7 -0.8
0.2 0.1 -0.3
0.4 0.1 -1.3
-2.8 -2.0 -0.3
2.7 1.7 0.2
-0.4 -2.0 2.4
-2.4 1.2 -1.8
-2.2 2.8 2.4
1.6 -0.7 -2.0
-0.3 2.9 2.6
-2.1 -2.4 2.7
2.7 -2.7 0.5
1.3 0.6 -3.9
-4.1 -1.8 0.8
-1.0 4.4 1.3
-0.5 4.3 2.8
1.9 -2.6 2.5
-0.1 -4.4 -0.1
-1.1 6.3 -2.5
-1.9 -0.6 -2.0
-0.6 1.3 1.2
1.8 -0.3 -0.5
-0.9 -0.4 -1.5
1.6 -1.4 -0.3
1.0 -0.7 1.3
0.2 1.8 0.3
1.7 -0.8 -1.3
1.6 -1.5 0.1
-1.3 -1.7 -0.8
0.6 1.8 0.5
0.1 -0.7 -0.9
-0.7 -1.3 -1.3
1.6 -0.3 1.3
1.0 -0.2 -0.1
-0.6 0.8 0.2
-0.1 -0.8 -1.3
-1.1 -0.6 0.3
-0.1 0.7 -0.6
0.5 -0.3 0.0
-0.1 -0.2 0.8
-0.2 -0.5 -0.1
0.7 -2.3 1.2
0.2 1.3 0.0
0.0 0.7 -1.0
-0.9 0.8 -0.3

The frontier orbital gap is 2.677 eV. The LUMO energy is -4.34 eV.

| no. | molar mass (g/mol) |
| --- | --- |
| 1 | 325.464 |
| 2 | 400.410 |
| 3 | 84.118 |
| 4 | 97.077 |
| 5 | 615.217 |